No. 1
12
Properties=species:S:1:pos:R:3:forces:R:3:nbo_charge:R:1 method="wB97M-V/def2-TZVPD" relative_energy_kj_mol=547.0 gap_ev=9.7497 homo_ev=-9.0 smiles="[H]/N=C(/N)[C@@H]1CO1"
O -0.8014 1.3155 -0.5400 -0.451 -1.959 -0.247 -0.507
N -0.8281 -1.2906 -0.0938 -15.821 -7.849 -1.341 -0.743
H 1.3252 1.0481 -0.5203 -1.932 -1.820 0.934 0.200
C -0.3749 1.3506 0.7801 3.625 5.071 -2.308 -0.092
C 0.2949 -1.0019 -0.3122 13.500 5.105 0.247 0.369
H -1.6755 -0.5554 -0.0098 2.955 -2.190 -0.710 0.435
H 2.1997 -0.8934 -0.6360 -2.081 -2.516 0.890 0.329
N 1.4387 -1.6853 -0.3799 -0.325 2.911 -1.551 -0.735
C 0.3628 0.4762 -0.0950 3.729 4.440 -2.995 -0.009
H -0.8396 1.0482 1.5770 -3.599 -2.252 3.948 0.172
H -1.0882 -2.2546 -0.7431 0.263 3.155 3.053 0.404
H -0.0138 2.4425 0.9731 0.138 -2.096 0.081 0.175

---

No. 2
24
Properties=species:S:1:pos:R:3:forces:R:3:nbo_charge:R:1 method="wB97M-V/def2-TZVPD" relative_energy_kj_mol=140.8 gap_ev=7.6406 homo_ev=-7.0
H 3.7972 -0.4643 -0.4135 -0.726 0.317 0.105 0.241
C -0.9532 -0.7576 0.4418 0.380 0.476 -0.468 0.036
C -3.0082 -1.6258 -0.4320 -2.231 -2.334 -1.708 -0.157
C -1.6851 -1.8027 -0.1375 -0.851 1.661 1.168 -0.277
H -1.4245 2.6502 1.2074 -0.712 -0.184 0.716 0.247
H 0.8798 -1.9782 0.8270 -0.154 0.132 -0.191 0.245
P 1.4298 0.3572 0.2712 2.199 -0.799 1.933 1.429
C 0.4335 -0.9885 0.8820 0.041 2.354 -1.479 -0.866
H -3.6852 -2.4999 -0.8109 1.559 1.446 0.911 0.213
C -1.5776 0.5427 0.4441 1.740 -0.970 1.258 -0.149
H -1.2634 -2.7400 -0.1453 0.913 -2.037 -0.235 0.208
C -0.8324 1.7778 0.9955 1.514 0.349 -1.728 -0.510
F -3.2720 1.9332 -0.0776 -1.009 0.554 -0.453 -0.337
H -4.6706 -0.1986 -0.6193 0.314 -0.318 -0.283 0.230
C -3.6114 -0.3938 -0.4528 -0.731 1.103 -0.030 -0.344
H 1.9033 1.0966 1.4297 0.009 -0.146 -0.817 -0.098
C -2.8175 0.6714 -0.1127 0.211 0.211 1.159 0.411
H 3.2109 1.1311 -1.0474 0.025 -0.207 -0.276 0.255
H -0.0229 1.6134 1.7879 -1.547 -0.167 -0.869 0.247
N 0.8743 1.5758 -0.7557 1.746 -1.925 -0.638 -0.748
H 2.4269 -0.4109 -1.4880 -0.654 -1.175 -2.742 0.232
C -0.1056 2.1844 -0.3191 -1.148 -1.789 4.040 0.240
H -0.5011 2.8565 -0.9348 -2.014 3.253 -2.264 0.173
C 2.9254 0.1199 -0.7702 1.127 0.193 2.891 -0.922

---

No. 3
33
Properties=species:S:1:pos:R:3:forces:R:3:nbo_charge:R:1 method="wB97M-V/def2-TZVPD" relative_energy_kj_mol=187.4 gap_ev=10.1973 homo_ev=-10.3 smiles=O.O.O.O.O.O.O.O.O.O.O
H -13.1610 -13.3200 -4.2900 -0.103 0.202 0.197 0.484
H -12.9660 -12.2410 1.1470 0.215 0.830 -0.395 0.485
H -11.9370 -11.0430 -1.6770 0.631 -0.351 -0.645 0.486
H -12.4250 -12.2670 -1.0630 0.264 -0.848 -0.186 0.497
O -12.3380 -13.8140 -4.4030 -0.343 -0.223 -0.338 -0.951
O -14.3600 -12.6060 -2.8120 -2.651 -2.271 -1.309 -0.972
H -10.7020 -10.0040 -4.2040 0.172 -0.158 -0.090 0.471
H -12.6050 -14.4790 -5.0510 0.328 -0.033 0.061 0.466
H -13.6880 -13.4350 0.7190 -0.349 -1.101 -0.555 0.495
H -11.1210 -12.0010 1.4290 0.514 -0.210 -0.055 0.490
H -14.8940 -11.8430 -2.7670 -0.813 1.344 0.094 0.467
H -9.1020 -8.1870 -0.0990 -0.033 -0.053 -0.022 0.463
O -15.8280 -11.6010 0.3830 -1.512 0.311 -0.263 -0.962
H -12.0090 -12.2170 2.6670 0.203 -0.583 0.750 0.470
H -12.8160 -9.4540 -0.8560 -0.998 -0.115 1.682 0.485
O -11.9850 -9.4490 -1.2990 0.095 0.261 -0.032 -0.916
H -10.2630 -12.6950 -2.2040 -0.222 0.019 0.028 0.493
H -14.9330 -11.8880 0.4410 1.503 0.014 0.269 0.471
O -11.9510 -12.0080 -1.8800 -0.357 0.638 0.799 -1.011
H -12.3280 -9.1350 -2.1230 0.546 0.611 -1.534 0.488
H -9.2350 -9.5920 -4.1080 0.313 -0.126 -0.099 0.481
H -16.1350 -12.2630 -0.2400 -0.612 0.008 -0.209 0.460
H -13.1660 -16.0180 -2.2220 0.286 0.794 0.391 0.465
H -8.7550 -12.8650 -1.9690 0.187 0.183 0.130 0.457
O -9.5110 -13.2710 -2.3890 0.187 -0.300 -0.189 -0.966
O -10.0910 -9.4490 -3.7100 -0.601 0.203 0.185 -0.950
O -9.3470 -9.0830 -0.3480 -0.144 0.038 0.009 -0.961
O -11.6410 -11.5530 2.0970 -0.234 0.767 -0.224 -0.920
H -12.6680 -14.5880 -2.4550 0.304 0.273 -0.628 0.492
O -12.8890 -15.2020 -1.7580 -0.486 -1.154 0.345 -0.965
O -13.3970 -12.6050 0.3530 0.298 -0.010 0.771 -0.962
H -13.5010 -12.3860 -2.5810 3.011 1.049 0.962 0.483
H -10.2380 -9.0160 -0.7300 0.401 -0.006 0.099 0.488

---

No. 4
14
Properties=species:S:1:pos:R:3:forces:R:3:nbo_charge:R:1 method="wB97M-V/def2-TZVPD" relative_energy_kj_mol=116.8 gap_ev=10.7276 homo_ev=-9.7 smiles=O[C@H]1CCOC1
O -1.1957 0.9361 -0.0060 -0.077 0.074 -0.080 -0.524
H -1.4928 -0.7022 1.2337 0.064 0.075 -0.076 0.166
H 0.0260 1.4617 1.5930 -0.063 -0.045 -0.148 0.160
H 0.0576 -0.8692 -2.0441 0.058 -0.182 0.028 0.461
C 0.2050 -0.9643 -0.1185 -0.011 0.033 0.323 0.068
H 0.2463 2.3703 0.0768 -0.004 -0.136 0.079 0.196
C 1.0617 0.3126 0.0493 0.099 -0.019 -0.008 -0.464
C -1.2162 -0.4644 0.1945 -0.040 -0.264 0.023 -0.106
C 0.0539 1.3787 0.4940 0.238 0.122 0.067 -0.075
H -1.9595 -0.9039 -0.4760 0.104 0.042 0.103 0.203
H 0.5067 -1.7498 0.5786 -0.049 0.073 -0.109 0.185
O 0.3232 -1.5437 -1.4035 -0.081 0.181 -0.231 -0.704
H 1.4949 0.5623 -0.9253 -0.056 -0.012 0.139 0.215
H 1.8890 0.1758 0.7536 -0.182 0.056 -0.110 0.220

---

No. 5
83
Properties=species:S:1:pos:R:3:forces:R:3:lowdin_charge:R:1 method="wB97M-V/def2-TZVPD" relative_energy_kj_mol=0.0 gap_ev=10.8479 homo_ev=-10.4 smiles="CCCCCCC[C@H](C#N)CC#N.C[C@@H]1COC(=O)O1.C[C@@H]1COC(=O)O1.C[C@@H]1COC(=O)O1.C[C@@H]1COC(=O)O1"
C -0.1477 3.0179 -1.4340 -0.333 0.550 0.613 -0.134
H 5.9682 -7.2506 -2.0254 -0.005 0.066 -0.012 0.091
C -2.2805 6.5467 -6.4869 0.045 0.188 0.857 -0.338
H 0.8489 3.3858 -1.7339 -0.574 0.104 -0.081 0.130
C -1.9925 7.7504 -7.3422 0.361 0.096 -0.211 -0.105
C -3.3677 1.6889 4.1718 1.195 0.681 -0.217 -0.249
C 4.2975 -1.8361 2.4086 -0.008 0.395 -0.840 -0.328
H -1.9288 1.8217 2.5959 -0.486 -0.202 -0.188 0.110
H -2.8722 6.0053 -4.4923 0.211 -0.050 0.000 0.052
H -3.8688 -6.0752 3.1275 0.155 -0.002 0.041 0.089
H -1.4232 7.0207 -4.5685 -0.006 -0.071 -0.033 0.086
H -0.9295 7.9738 -7.4189 -0.053 -0.040 -0.207 0.139
O -2.5218 7.3467 -8.6089 -0.212 -0.163 0.111 0.058
O -4.3074 6.0775 -9.1589 0.092 0.054 0.051 0.165
C 3.7015 -3.4663 3.8333 -0.084 -0.080 0.052 -0.560
H 3.0201 -0.7396 1.0722 0.116 0.090 0.033 0.046
C -1.9957 0.9335 0.0280 -0.132 0.449 -0.158 -0.195
C 6.0171 -6.5850 -1.1630 -0.065 0.009 0.355 -0.019
H 5.9116 -4.8409 -2.4111 0.105 0.064 -0.012 0.162
C 6.5055 -5.2153 -1.5715 -0.301 -0.805 0.061 -0.333
H -2.7050 -3.0131 5.4711 0.035 0.208 -0.104 0.144
N 1.8539 0.2723 -0.8854 2.371 -1.362 1.020 0.190
H 6.6763 -7.0328 -0.4168 0.038 0.056 -0.042 0.090
H 5.0264 -6.5192 -0.7117 -0.029 0.012 -0.156 0.090
H 4.5660 -1.0118 3.0773 0.047 -0.097 0.062 0.160
H 8.2282 -5.4000 -2.8856 0.067 0.215 0.012 0.142
H -0.2027 3.1821 -0.3426 0.069 -0.370 -0.440 0.116
H -4.0796 3.4883 5.2217 0.094 0.086 -0.483 0.065
C 0.9462 0.8100 -1.2771 -3.351 1.808 -1.448 -0.168
H 5.2522 -3.6071 1.5741 -0.087 0.147 -0.061 0.121
O 3.0714 -4.0729 4.6408 0.042 0.032 -0.067 0.150
C -1.2200 3.8674 -2.0507 3.897 -3.174 2.117 -0.189
O -4.0315 -1.3848 1.7781 -0.097 -0.689 0.495 0.143
O 3.1827 -2.5272 2.9968 0.255 -0.318 0.402 0.082
O -3.8874 -3.5165 2.5131 0.140 0.532 0.069 0.095
H 4.7428 -0.6463 0.6694 0.006 -0.033 0.051 0.092
H -4.2847 1.1679 4.4886 0.266 0.207 -0.271 0.101
C -0.2521 1.5202 -1.8339 -0.078 0.161 -0.221 -0.289
H -4.8459 -5.3354 4.3810 0.040 0.069 0.010 0.088
C -2.4034 6.8394 -5.0104 -0.429 0.022 0.027 -0.039
H -2.4558 3.6593 4.5524 -0.445 -0.119 -0.358 0.070
O 8.2565 -3.7551 -1.6044 -0.253 0.040 0.252 0.069
H -1.5628 0.0805 0.5839 -0.150 0.426 -0.249 0.120
H -3.0307 7.7161 -4.8330 0.046 0.029 -0.115 0.087
H -2.1746 -4.1961 3.4162 -0.007 0.120 0.044 0.163
C -3.7929 -2.1680 2.6449 -0.150 -0.044 -0.179 -0.519
O 5.0351 -3.6232 3.6194 -0.420 0.039 0.059 0.062
C -1.5920 0.8297 -1.4696 0.107 -1.010 0.459 -0.158
C 7.9800 -5.1366 -1.8589 0.214 0.015 -0.378 -0.096
N -1.8602 4.4605 -2.7480 -2.826 2.340 -2.254 0.179
H -4.4541 -3.0651 5.1503 0.002 -0.154 -0.073 0.141
C 3.9525 -1.2993 1.0400 -0.309 -0.126 0.070 -0.037
H -3.8755 3.6915 3.4235 0.074 0.112 0.529 0.055
H -0.1722 1.4904 -2.9380 0.182 -0.105 0.493 0.152
H -2.5288 1.3843 4.8324 -0.692 -0.208 -0.078 0.100
C -3.5280 0.9836 0.2677 -0.549 -0.427 0.106 -0.202
C -2.9050 1.3146 2.7313 -0.769 0.307 0.587 -0.234
H -1.5453 5.7521 -6.6506 0.009 0.060 -0.102 0.159
H -2.5271 8.6477 -7.0192 -0.013 -0.096 0.159 0.139
H -4.0518 1.4837 -0.5741 0.426 -0.067 0.380 0.107
C -3.9297 1.6841 1.6240 0.669 -0.371 -0.795 -0.188
O 6.3793 -4.2730 -0.4964 0.344 0.342 -0.195 0.062
H 6.3585 -2.5192 2.4386 -0.012 -0.127 0.143 0.137
O -3.5288 6.1030 -7.0383 0.143 0.137 -0.510 0.084
H -1.5427 1.8397 0.4713 -0.192 -0.305 -0.223 0.090
H -2.7398 0.2324 2.6589 0.094 0.458 0.179 0.074
C 7.3535 -3.3381 -0.6778 0.083 0.186 0.087 -0.545
C -3.5306 6.4679 -8.3499 -0.223 -0.098 -0.083 -0.554
C -3.4634 -3.0196 4.6903 0.294 0.129 0.335 -0.089
O -3.3930 -1.8290 3.8982 -0.161 -0.088 -0.313 0.058
C -3.8241 -5.4356 4.0095 -0.297 -0.053 -0.198 -0.020
H -1.4490 -0.2496 -1.6857 -0.123 0.534 -0.103 0.124
H -3.9190 -0.0641 0.2905 0.410 1.137 -0.203 0.087
H -2.3991 1.1514 -2.1533 0.457 0.247 0.385 0.118
C -3.4605 3.2475 4.3409 -0.085 -0.860 0.254 -0.111
H 8.5865 -5.7372 -1.1760 -0.158 -0.078 0.028 0.141
C 5.3447 -2.9130 2.4105 0.456 0.042 0.151 -0.101
C -3.2365 -4.0895 3.6581 -0.161 -0.789 0.258 -0.331
H -4.9484 1.3440 1.8923 0.510 0.124 0.033 0.115
H 3.8096 -2.1096 0.3222 0.054 -0.017 0.050 0.087
H -3.2248 -5.9306 4.7742 0.035 0.049 -0.040 0.092
O 7.4095 -2.2998 -0.1014 -0.057 -0.123 -0.017 0.164
H -3.9904 2.7752 1.4394 0.125 -0.448 0.240 0.099